## 1
This record from OMol25 describes one molecule with the formula C4H4ClF. The level of theory is the ωB97M-V functional and the def2-TZVPD basis.

```
10
C4H4ClF the ωB97M-V functional and the def2-TZVPD basis
C -1.835 1.080 2.240
C -0.820 0.614 1.488
C -0.996 -0.134 0.189
C 0.032 -0.414 -0.603
F -0.251 -1.049 -1.814
Cl 1.768 -0.012 -0.618
H -1.482 1.717 3.117
H -2.870 0.893 2.131
H 0.185 0.840 1.830
H -1.907 -0.683 -0.123
```

- LUMO (eV) = 0.7
- SMILES = C=C/C=C(/F)Cl
- HOMO (hartree) = -0.3389
- orbital gap (Eh) = 0.3659

Mulliken population analysis, charges in e, atoms 1 to 8: -0.7611, -0.0865, -0.0983, 0.2570, -0.2388, -0.1385, 0.1956, 0.3176

## 2
This record from OMol25 describes one molecule with the formula C4H4ClF. The level of theory is the ωB97M-V functional and the def2-TZVPD basis.

```
10
C4H4ClF the ωB97M-V functional and the def2-TZVPD basis
C -1.151 1.276 -0.719
C -0.303 0.268 -0.513
F -0.565 -0.858 -1.300
C 0.733 -0.109 0.439
C 1.080 -1.422 0.567
Cl 1.420 1.420 1.190
H -2.147 1.130 -1.255
H -1.329 2.262 -0.178
H 1.794 -1.630 1.412
H 0.469 -2.337 0.357
```

- LUMO (eV) = 0.0
- SMILES = C=C(F)C(=C)Cl
- HOMO (hartree) = -0.3493
- orbital gap (Eh) = 0.3503

Mulliken population analysis, charges in e, atoms 1 to 8: -0.6056, 0.3893, -0.2787, 0.2215, -0.5506, -0.1888, 0.2334, 0.2418

Result of the stability comparison: 2 is the least stable of them.

## 1
This record from OMol25 describes a 2-piece molecular cluster, C32H33F3N3 overall. The level of theory is the ωB97M-V functional and the def2-TZVPD basis.

```
71
C32H33F3N3 the ωB97M-V functional and the def2-TZVPD basis
C 5.390 -2.554 1.146
N 5.182 -1.104 1.143
C 6.200 -0.321 0.477
C 6.372 -0.393 -0.907
C 7.323 0.373 -1.541
C 8.125 1.223 -0.804
C 7.982 1.291 0.569
C 7.030 0.529 1.206
C 3.809 -0.677 1.061
C 3.159 -0.022 2.115
C 1.850 0.365 2.000
C 1.105 0.122 0.820
C -0.234 0.578 0.761
C -1.205 0.510 -0.267
C -2.483 1.074 -0.030
C -3.463 1.067 -0.986
C -3.234 0.493 -2.244
N -4.238 0.465 -3.276
C -4.764 -0.862 -3.605
C -4.139 1.398 -4.375
C -3.226 1.192 -5.411
C -3.114 2.097 -6.441
C -3.916 3.221 -6.461
C -4.843 3.428 -5.456
C -4.954 2.528 -4.421
C -1.982 -0.080 -2.490
C -1.005 -0.072 -1.541
C 1.781 -0.557 -0.222
C 3.083 -0.939 -0.103
H 4.487 -3.065 1.476
H 5.642 -2.900 0.146
H 6.205 -2.805 1.820
H 5.748 -1.057 -1.478
H 7.438 0.313 -2.611
H 8.869 1.823 -1.300
H 8.618 1.944 1.143
H 6.911 0.574 2.273
H 3.713 0.179 3.016
H 1.372 0.872 2.820
H -0.565 1.094 1.648
H -2.681 1.518 0.931
H -4.424 1.507 -0.789
H -5.340 -0.821 -4.526
H -3.948 -1.570 -3.735
H -5.408 -1.210 -2.801
H -2.607 0.313 -5.393
H -2.396 1.930 -7.228
H -3.828 3.930 -7.266
H -5.478 4.298 -5.481
H -5.672 2.677 -3.634
H -1.797 -0.517 -3.456
H -0.078 -0.522 -1.811
H 1.298 -0.798 -1.139
H 3.580 -1.438 -0.917
C -1.430 -0.119 5.411
C -0.698 -1.302 4.753
N -1.746 -2.188 4.218
C -2.947 -1.380 3.942
C -4.207 -2.261 4.123
F -5.291 -1.536 3.795
F -4.086 -3.335 3.321
F -4.263 -2.631 5.415
C -2.901 -0.214 4.943
H -1.372 -0.184 6.504
H -0.975 0.838 5.134
H -0.055 -0.972 3.929
H -0.076 -1.850 5.470
H -1.469 -2.771 3.421
H -2.902 -1.008 2.908
H -3.567 -0.450 5.779
H -3.268 0.723 4.511
```

- LUMO (eV) = -5.7
- HOMO (hartree) = -0.4118
- charge = +1
- orbital gap (Eh) = 0.2021

Mulliken population analysis, charges in e, atoms 1 to 8: -0.9165, 0.1698, 0.2808, -0.0983, -0.8513, -0.3774, -0.6338, -0.1887

## 2
This record from OMol25 describes a 2-piece molecular cluster, C32H33F3N3 overall. The level of theory is the ωB97M-V functional and the def2-TZVPD basis.

```
71
C32H33F3N3 the ωB97M-V functional and the def2-TZVPD basis
C 4.847 -2.404 2.209
N 4.157 -1.235 2.761
C 5.002 -0.189 3.229
C 6.164 0.130 2.495
C 6.923 1.254 2.824
C 6.626 2.005 3.968
C 5.532 1.639 4.761
C 4.729 0.552 4.401
C 2.820 -1.035 2.435
C 2.083 0.038 2.988
C 0.825 0.358 2.519
C 0.261 -0.319 1.403
C -0.998 0.108 0.881
C -1.293 0.255 -0.498
C -2.610 0.593 -0.932
C -2.894 0.812 -2.267
C -1.881 0.711 -3.242
N -2.137 0.991 -4.611
C -1.998 -0.138 -5.534
C -1.918 2.282 -5.154
C -0.886 2.490 -6.088
C -0.620 3.778 -6.555
C -1.453 4.846 -6.200
C -2.544 4.621 -5.348
C -2.739 3.363 -4.772
C -0.589 0.309 -2.835
C -0.279 0.166 -1.497
C 0.991 -1.418 0.859
C 2.184 -1.825 1.434
H 4.178 -3.273 2.220
H 5.191 -2.228 1.176
H 5.723 -2.626 2.833
H 6.441 -0.482 1.631
H 7.751 1.538 2.174
H 7.242 2.867 4.236
H 5.296 2.204 5.663
H 3.881 0.280 5.034
H 2.510 0.662 3.766
H 0.286 1.207 2.941
H -1.701 0.568 1.579
H -3.390 0.717 -0.175
H -3.903 1.083 -2.582
H -2.516 0.112 -6.469
H -0.941 -0.361 -5.742
H -2.460 -1.023 -5.080
H -0.272 1.641 -6.400
H 0.238 3.936 -7.209
H -1.256 5.846 -6.597
H -3.240 5.430 -5.127
H -3.544 3.185 -4.055
H 0.195 0.191 -3.586
H 0.755 0.027 -1.181
H 0.615 -1.913 -0.042
H 2.680 -2.701 1.015
C -3.374 -1.903 3.797
C -2.048 -2.217 3.089
N -2.304 -2.052 1.684
C -3.711 -2.005 1.368
C -4.063 -3.144 0.433
F -5.286 -2.963 -0.147
F -3.129 -3.218 -0.574
F -4.065 -4.343 1.082
C -4.462 -1.933 2.704
H -3.572 -2.623 4.598
H -3.314 -0.901 4.234
H -1.223 -1.558 3.390
H -1.723 -3.242 3.330
H -1.724 -2.583 1.048
H -3.890 -1.105 0.772
H -5.105 -2.811 2.821
H -5.073 -1.025 2.715
```

- LUMO (eV) = -4.7
- HOMO (hartree) = -0.3824
- charge = +1
- orbital gap (Eh) = 0.2086

Mulliken population analysis, charges in e, atoms 1 to 8: -1.4168, 0.0592, 0.3419, -0.2548, -0.6277, -0.4820, -0.5761, -0.2371

Result of the stability comparison: 1 is the least stable of them.

## 1
This record from OMol25 describes one molecule with the formula C3H6F3NO. The level of theory is the ωB97M-V functional and the def2-TZVPD basis.

```
14
C3H6F3NO the ωB97M-V functional and the def2-TZVPD basis
C 1.520 0.263 -0.020
C 0.112 0.490 0.415
N -0.311 1.569 -0.339
F -1.662 1.982 0.020
C -0.890 -0.870 0.017
O -0.248 -1.994 0.287
F -2.049 -0.755 0.795
F -1.312 -0.764 -1.288
H 2.271 0.869 0.621
H 1.630 0.715 -1.038
H 1.944 -0.682 0.300
H -0.077 0.428 1.521
H -0.272 1.531 -1.310
H -0.658 -2.782 0.019
```

- LUMO (eV) = 0.7
- SMILES = C[C@@H](NF)C(O)(F)F
- HOMO (hartree) = -0.3520
- orbital gap (Eh) = 0.3771

Mulliken population analysis, charges in e, atoms 1 to 8: -1.1762, 0.1760, -0.3627, -0.2343, 0.6810, -0.4460, -0.2946, -0.3102

## 2
This record from OMol25 describes a 2-piece molecular cluster, C3H6F3NO overall. The level of theory is the ωB97M-V functional and the def2-TZVPD basis.

```
14
C3H6F3NO the ωB97M-V functional and the def2-TZVPD basis
C -0.691 0.391 -0.604
C 3.576 0.629 0.733
C 3.252 0.342 2.220
N 0.051 -0.388 0.352
O 2.577 0.586 -0.004
F 3.953 -0.673 2.657
F 1.887 0.092 2.467
F 3.536 1.401 2.948
H -1.701 0.019 -0.444
H -0.671 1.362 -0.383
H -0.379 0.099 -1.711
H 0.013 0.042 1.264
H -0.335 -1.299 0.488
H 1.579 0.051 0.336
```

- LUMO (eV) = 0.5
- HOMO (hartree) = -0.2986
- orbital gap (Eh) = 0.3179

Mulliken population analysis, charges in e, atoms 1 to 8: -0.9032, -0.7214, 1.1865, -0.5681, -0.1934, -0.2390, -0.2985, -0.2364

Result of the stability comparison: 2 is the least stable of them.

## 1
This record from OMol25 describes a 2-piece molecular cluster, C7H17N2OP overall. The level of theory is the ωB97M-V functional and the def2-TZVPD basis.

```
28
C7H17N2OP the ωB97M-V functional and the def2-TZVPD basis
C 1.421 -0.769 -0.641
C 0.939 0.456 -0.470
C 0.495 -1.855 -1.080
C 3.058 1.580 0.516
C -1.118 -0.306 1.794
C -3.087 -0.501 0.350
C 1.757 1.673 -0.310
N -1.552 0.217 -2.037
N -1.662 -0.348 0.405
O -1.383 3.416 0.248
P -0.907 0.776 -0.551
H 2.402 -1.072 -0.606
H 0.319 -2.635 -0.330
H 0.991 -2.486 -1.755
H -0.547 -1.511 -1.321
H 2.989 0.661 0.938
H 3.175 2.291 1.282
H 3.919 1.657 -0.169
H -1.513 0.433 2.448
H -1.571 -1.315 2.317
H -0.005 -0.443 1.637
H -3.267 -0.853 -0.579
H -3.518 -1.053 1.087
H -3.475 0.583 0.447
H 0.985 2.333 0.195
H 2.086 1.981 -1.228
H -0.863 -0.146 -2.680
H -1.897 1.064 -2.456
```

- LUMO (spin up / spin down) (eV) = -1.1 / -0.1
- HOMO (spin up / spin down) (hartree) = -0.2903 / -0.2892
- orbital gap (spin up / spin down) (Eh) = 0.2513 / 0.2843

Mulliken population analysis, charges in e, atoms 1 to 8: 0.0964, -0.0593, -1.2509, -1.3201, -1.0734, -1.2797, -0.3893, -0.7032

## 2
This record from OMol25 describes one molecule with the formula C7H17N2OP. The level of theory is the ωB97M-V functional and the def2-TZVPD basis.

```
28
C7H17N2OP the ωB97M-V functional and the def2-TZVPD basis
C -1.995 -0.932 1.596
C -1.733 -1.727 0.329
C -1.002 -0.814 -0.711
N 0.112 -0.079 -0.173
C 1.370 -0.780 -0.153
C 2.242 -0.078 0.815
C 2.356 1.416 0.513
O 1.104 2.122 0.538
P -0.207 1.564 -0.273
C 0.258 1.961 -2.010
N -1.542 2.267 0.095
H -1.100 -0.861 2.114
H -2.195 0.092 1.348
H -2.807 -1.465 2.149
H -2.629 -2.048 -0.178
H -1.033 -2.627 0.493
H -0.626 -1.280 -1.703
H -1.838 -0.198 -1.120
H 1.910 -0.667 -1.142
H 1.100 -1.883 0.239
H 1.662 -0.225 1.665
H 3.254 -0.606 0.974
H 3.019 1.809 1.378
H 2.661 1.566 -0.507
H 1.292 1.950 -2.312
H -0.025 1.106 -2.666
H -0.342 2.824 -2.318
H -1.983 1.902 0.921
```

- LUMO (eV) = 0.8
- SMILES = CCCN1CCCO[P@]1(C)=N
- HOMO (hartree) = -0.3352
- orbital gap (Eh) = 0.3652

Mulliken population analysis, charges in e, atoms 1 to 8: -0.8175, -0.3994, -1.3805, 0.6878, -0.4306, -0.7529, -0.3787, -0.4711

Result of the stability comparison: 1 is the least stable of them.